Model A:
ORCA calculation (ωB97M-V/def2-TZVPD) on a single C3H11N3 molecule.

Last column: natural (NBO) charge in e.
CARTESIAN COORDINATES (ANGSTROEM)
1 C 0.088 -0.807 0.538  -0.227
2 N -0.045 0.447 1.225  -0.635
3 C 0.926 1.495 0.897  -0.042
4 N 0.502 2.342 -0.185  -0.900
5 C -0.774 -0.955 -0.689  -0.225
6 N -0.871 -2.391 -1.008  -0.868
7 H -0.187 -1.649 1.185  0.187
8 H 1.136 -0.997 0.297  0.186
9 H -0.955 0.870 1.134  0.359
10 H 1.855 0.984 0.646  0.158
11 H 1.133 2.085 1.739  0.181
12 H 0.267 1.864 -1.034  0.369
13 H 0.306 3.317 -0.100  0.385
14 H -1.768 -0.576 -0.479  0.182
15 H -0.308 -0.466 -1.547  0.160
16 H -0.049 -2.895 -0.730  0.359
17 H -1.258 -2.666 -1.890  0.370

SMILES string: NCCNCN
Frontier orbital gap (eV): 9.5
E_LUMO (Eh): 0.043

Model B:
ORCA calculation (ωB97M-V/def2-TZVPD) on 2 unconnected molecules or ions with the total composition C3H11N3.

Last column: natural (NBO) charge in e.
CARTESIAN COORDINATES (ANGSTROEM)
1 C 1.748 0.196 1.094  -0.616
2 C 1.973 0.921 -0.241  -0.205
3 N 2.101 2.357 -0.142  -0.891
4 H 1.276 -0.780 0.924  0.199
5 H 1.008 0.753 1.672  0.205
6 H 2.675 0.016 1.642  0.203
7 H 1.029 0.698 -0.763  0.166
8 H 2.828 0.534 -0.795  0.193
9 H 1.296 2.938 -0.015  0.366
10 H 2.929 2.908 -0.202  0.379
11 N -2.671 -0.502 -0.105  -0.824
12 C -2.467 -1.814 -0.402  0.301
13 N -3.316 -2.786 -0.353  -0.750
14 H -2.259 0.296 -0.542  0.406
15 H -3.599 -0.358 0.269  0.389
16 H -1.510 -2.015 -0.896  0.130
17 H -3.042 -3.362 -1.146  0.348

SMILES string: [H]/N=C/N.CCN
Frontier orbital gap (eV): 9.5
E_LUMO (Eh): 0.027

Pick the most stable structure from those above. Pick: model A